The following is a DFT calculation (wB97M-V/def2-TZVPD) of a 2-piece molecular cluster, C5H7NO overall.

Charge: 0
Kohn-Sham gap (alpha / beta) in Ha: 0.3180 / 0.3180
LUMO level (alpha / beta) in eV: 0.32 / 0.32
Multiplicity: 1
ΔE to the lowest compared entry with this formula, charge and spin in kJ/mol: 528.5
Highest occupied orbital energy (alpha / beta) in eV: -8.33 / -8.33

Atoms and positions in Å:
O 2.0058 1.5119 -1.8915
N 1.1478 2.6229 -0.0606
C 1.3817 1.6233 -0.9116
C -0.5197 -0.9955 0.1691
C -0.3037 0.1301 -0.5197
C -1.4138 -0.7565 -1.0567
C -0.2221 -1.8932 1.3045
H 0.7041 2.5920 0.7481
H -1.0296 -1.7087 2.0734
H 1.7284 3.4559 -0.1006
H -0.3853 -2.9432 1.1026
H 0.7021 -1.5749 1.6615
H -2.4301 -0.5559 -0.7123
H -1.3655 -1.5081 -1.8062

Atomic forces in eV per Å
O 0.5809 -0.1248 0.0064
N 3.1680 1.2041 -3.7413
C -3.6943 -1.4783 0.4722
C 0.5185 2.4628 -1.8967
C 2.3132 -0.8729 1.0232
C -0.5648 -0.1468 2.3361
C -3.1028 0.6610 -0.0459
H -2.8613 -1.2309 4.0105
H 0.8947 0.0697 -0.4239
H 0.2127 -0.2723 -0.5273
H 0.6831 -0.2609 -0.3620
H 1.7202 -0.2082 1.0194
H -0.2086 0.4341 -0.7866
H 0.3407 -0.2365 -1.0841

Per-atom natural (NBO) charges, elementary charge units: -0.51, -0.82, 0.82, -0.04, -0.17, -0.44, -0.65, 0.40, 0.22, 0.39, 0.23, 0.23, 0.16, 0.18

---

The following is a DFT calculation (wB97M-V/def2-TZVPD) of a 2-piece molecular cluster, C3H12N5 overall.

Charge: +1
Kohn-Sham gap in Ha: 0.3575
LUMO level in eV: -2.89
Multiplicity: 1
ΔE to the lowest compared entry with this formula, charge and spin in kJ/mol: 146.2
Highest occupied orbital energy in eV: -12.62

Atoms and positions in Å:
N -0.7053 0.7686 2.0432
N 0.4824 0.6237 -0.6466
N 1.5883 0.2825 1.9513
N 0.2024 -1.2977 2.9122
N -1.2223 -1.0139 -3.5168
C 0.0687 -0.4013 -1.6074
C -0.7407 -0.0935 -2.6234
C 0.3046 -0.1546 2.3916
H 0.7686 1.4810 -1.1002
H -1.0971 0.9101 -2.8207
H -0.5834 1.6583 2.4916
H 2.3206 -0.2583 2.4124
H -0.7760 -1.4960 3.0874
H -1.6238 0.4185 2.2704
H 0.5119 -1.3720 -1.4717
H -1.6521 -0.6262 -4.3414
H 1.7418 1.2532 2.2380
H 1.2891 0.2950 -0.0894
H -0.1835 0.8774 0.1072
H -0.6941 -1.8548 -3.6878

Atomic forces in eV per Å
N -0.1326 -0.3727 -0.2904
N 0.4540 -0.0701 0.1455
N 0.0637 0.5892 0.7536
N -0.4347 0.2528 -0.4350
N 0.1433 0.5482 -0.1461
C -0.1657 0.2703 -0.1813
C -0.1025 -0.6879 -0.3550
C 1.0804 -0.2581 0.1066
H 0.1378 0.2945 -0.2300
H -0.0589 0.1162 0.3498
H 0.0886 0.4932 0.1434
H -0.3098 -0.1372 -0.1999
H -0.1230 -0.3313 0.2815
H -0.1592 -0.0396 0.0709
H -0.0570 -0.0807 0.2276
H 0.0231 -0.1586 -0.0034
H 0.0210 -0.1743 -0.2894
H -0.0338 0.1045 0.0217
H -0.3464 -0.2921 -0.1046
H -0.0881 -0.0665 0.1346

Per-atom natural (NBO) charges, elementary charge units: -0.89, -0.71, -0.88, -0.65, -0.77, -0.23, 0.06, 0.54, 0.43, 0.21, 0.40, 0.42, 0.35, 0.40, 0.23, 0.40, 0.38, 0.47, 0.46, 0.40

---

The following is a DFT calculation (wB97M-V/def2-TZVPD) of C23H19Cl3GeN6NaSSe2 as an isolated structure.

Charge: 0
Kohn-Sham gap (alpha / beta) in Ha: 0.2513 / 0.2131
LUMO level (alpha / beta) in eV: -1.20 / -2.25
Multiplicity: 2
ΔE to the lowest compared entry with this formula, charge and spin in kJ/mol: 91.1
Highest occupied orbital energy (alpha / beta) in eV: -8.04 / -8.04

Atoms and positions in Å:
Se 2.6233 -4.0197 -1.2550
Se 3.1828 -2.0781 -2.3395
Ge -3.1074 -4.1360 0.3008
Cl -0.8573 -4.6039 -0.1255
Cl -2.8203 -1.8742 -0.3717
Cl -3.9096 -4.7960 -1.6825
S -1.1211 -1.9075 2.9214
Na -0.3584 -2.1652 -0.1919
N -0.2976 -0.0253 1.2472
N 2.2548 -2.2305 0.8838
N -0.3814 1.1293 0.8221
N 0.4063 -1.4859 -2.5701
N -1.0450 1.9275 3.2319
N -0.9992 0.6336 3.4767
C -3.3942 4.6725 2.5571
C -0.7362 -1.0977 -4.6406
C -0.8682 -0.3160 2.5288
C 3.0358 -2.5250 3.1243
C -4.2854 4.0679 1.6803
C 3.5147 -4.1777 1.4658
C -2.1631 2.6172 2.7125
C 1.9857 2.8088 -2.1712
C 1.5294 -1.6729 -3.2622
C -0.7064 -1.2091 -3.2597
C 0.1233 2.8825 -0.6667
C 0.4598 1.6143 -0.1952
C 2.3825 -1.8016 2.1412
C 3.6134 -3.7351 2.7757
C -3.0507 2.0021 1.8390
C 1.5954 -1.5960 -4.6467
C -2.3297 3.9493 3.0721
C 2.8063 -3.3957 0.5638
C 0.8889 3.4806 -1.6501
C -4.1086 2.7347 1.3281
C 1.5704 0.9402 -0.7055
C 0.4346 -1.3008 -5.3469
C 2.3238 1.5472 -1.6965
H -1.6666 -0.8718 -5.1435
H -1.6333 4.4169 3.7609
H -3.5265 5.7072 2.8469
H -2.9199 0.9625 1.5614
H 2.5315 -1.7887 -5.1506
H 3.9713 -5.1031 1.1431
H -5.1182 4.6323 1.2803
H 3.1830 1.0319 -2.1014
H -1.6110 -1.0722 -2.6762
H -0.7520 3.3720 -0.2548
H 3.0850 -2.1513 4.1385
H 1.9346 -0.8391 2.3610
H 4.1440 -4.3243 3.5129
H 1.8390 -0.0379 -0.3211
H -0.5106 2.4651 3.9014
H -4.7971 2.2591 0.6406
H 2.5808 3.2702 -2.9500
H 0.4480 -1.2510 -6.4286
H 0.6265 4.4645 -2.0161

Atomic forces in eV per Å
Se -0.0121 -0.2270 0.1788
Se 0.0753 0.2705 -0.2784
Ge -0.1270 -0.0084 0.0833
Cl -0.0144 -0.5997 -0.0049
Cl -0.6109 0.3266 -0.0832
Cl 0.0252 -0.0449 -0.0505
S 0.0883 0.1078 -0.2845
Na 0.9831 0.4331 0.0726
N 0.8641 -0.3087 -0.5303
N -0.1401 -0.1059 0.0411
N -0.4524 0.8381 1.1435
N 0.0002 -0.0994 -0.0399
N -0.4088 0.1640 -0.0012
N 1.0611 -0.5144 -0.2974
C -0.0015 -0.0402 -0.0257
C -0.0424 0.0040 -0.0592
C -0.9432 0.3935 0.4413
C 0.0450 -0.0032 0.0589
C 0.0156 0.0375 0.0353
C -0.0595 -0.0665 -0.0016
C 0.1748 0.0300 -0.4901
C 0.0205 -0.0053 -0.0227
C -0.1897 -0.0965 0.1413
C 0.1063 0.0412 0.1328
C -0.1328 -0.0402 0.0832
C -0.0305 -0.4071 -0.5819
C 0.0127 -0.0661 -0.1570
C -0.0373 -0.0320 -0.0170
C -0.0766 -0.1339 0.0126
C -0.0394 0.0360 0.0500
C 0.0365 0.0462 0.0274
C -0.0535 0.2996 0.0420
C -0.0403 0.0384 -0.0641
C -0.0324 -0.0026 -0.0064
C -0.0565 -0.0521 0.1272
C 0.0852 0.0246 -0.0118
C -0.0216 -0.0262 0.0673
H 0.0145 -0.0205 0.0231
H -0.0172 -0.0204 -0.0258
H -0.0003 -0.0292 -0.0176
H -0.0544 0.0787 0.0020
H -0.0120 -0.0065 -0.0349
H 0.0062 0.0041 0.0211
H 0.0293 -0.0285 -0.0029
H 0.0671 -0.0375 -0.0033
H 0.0449 -0.0547 -0.0160
H 0.0498 -0.0155 0.0251
H 0.0153 0.0216 -0.0531
H -0.0171 -0.0476 0.0108
H -0.0082 -0.0021 -0.0204
H -0.0116 -0.0164 -0.0453
H -0.1886 -0.0283 0.2974
H 0.0130 -0.0009 0.0454
H -0.0013 -0.0161 0.0407
H -0.0019 0.0236 0.0238
H 0.0013 -0.0144 -0.0008

Per-atom natural (NBO) charges, elementary charge units: 0.22, 0.16, 0.91, -0.62, -0.65, -0.55, 0.02, 0.82, -0.25, -0.49, -0.14, -0.50, -0.29, -0.23, -0.20, -0.25, 0.09, -0.25, -0.22, -0.27, 0.20, -0.18, 0.04, 0.06, -0.19, 0.12, 0.06, -0.15, -0.25, -0.26, -0.26, 0.05, -0.21, -0.18, -0.22, -0.15, -0.21, 0.23, 0.21, 0.22, 0.24, 0.23, 0.23, 0.22, 0.22, 0.22, 0.23, 0.23, 0.20, 0.22, 0.26, 0.39, 0.22, 0.22, 0.22, 0.22